{
  "formula": "C13H28IO16PS3",
  "method": "wB97M-V/def2-TZVPD",
  "charge": 0,
  "smiles": "C[C@@H](I)CCOCCOCP(O)O.O=S1(=O)OCCO1.O=S1(=O)OCCO1.O=S1(=O)OCCO1",
  "homo_energy_ev": -8.731,
  "energy_ha": -3549.50094,
  "species": ["C", "C", "I", "C", "C", "O", "C", "C", "O", "C", "P", "O", "O", "H", "H", "H", "H", "H", "H", "H", "H", "H", "H", "H", "H", "H", "H", "H", "H", "O", "S", "O", "O", "C", "C", "O", "H", "H", "H", "H", "O", "S", "O", "O", "C", "C", "O", "H", "H", "H", "H", "O", "S", "O", "O", "C", "C", "O", "H", "H", "H", "H"],
  "xyz": [[0.6985, 4.9050, 6.3584], [-0.2011, 4.1683, 5.3642], [-2.2153, 4.3055, 6.1192], [-0.1148, 4.7760, 3.9686], [-0.7978, 3.9109, 2.9174], [0.1676, 3.0745, 2.2862], [-0.3794, 1.8423, 1.8652], [0.5732, 1.2640, 0.8273], [0.4728, -0.1331, 0.6226], [-0.8304, -0.6604, 0.6356], [-0.7990, -2.3604, -0.1061], [-0.4519, -1.9804, -1.6586], [-2.4377, -2.6024, -0.1474], [1.6933, 5.0386, 5.9291], [0.7825, 4.3235, 7.2768], [0.2627, 5.8686, 6.6185], [0.0493, 3.1084, 5.3607], [-0.6431, 5.7305, 3.9933], [0.9195, 4.9566, 3.6743], [-1.3067, 4.5086, 2.1552], [-1.5610, 3.2893, 3.4008], [-0.5099, 1.1688, 2.7218], [-1.3570, 2.0235, 1.4023], [1.6021, 1.5075, 1.0885], [0.3728, 1.7672, -0.1323], [-1.2323, -0.7875, 1.6490], [-1.5464, -0.0430, 0.0630], [-0.6801, -1.0610, -1.8670], [-2.8420, -2.1910, -0.9251], [1.1710, -3.6426, -2.1978], [2.4325, -4.2707, -2.3356], [3.2358, -4.5700, -1.2041], [3.2859, -3.4184, -3.3970], [3.7202, -4.2534, -4.4747], [2.6514, -5.3245, -4.5720], [2.3108, -5.5993, -3.2135], [4.6909, -4.6809, -4.2147], [3.8127, -3.6601, -5.3806], [3.0096, -6.2329, -5.0488], [1.7571, -4.9668, -5.0876], [0.3346, -8.2502, -2.1607], [-0.5902, -7.2062, -2.4253], [-0.1797, -6.0090, -3.0620], [-1.3586, -6.8641, -1.0715], [-2.7744, -6.9947, -1.2415], [-2.9185, -8.0691, -2.3021], [-1.8515, -7.7936, -3.2196], [-3.1750, -6.0359, -1.5755], [-3.2287, -7.2697, -0.2938], [-3.8685, -8.0258, -2.8271], [-2.7727, -9.0679, -1.8861], [-1.8865, 7.4866, 0.2621], [-0.5703, 6.9982, 0.4664], [-0.0275, 6.8822, 1.7727], [0.4262, 7.8269, -0.4646], [1.1626, 6.9464, -1.3263], [0.2252, 5.7753, -1.5449], [-0.3949, 5.5907, -0.2653], [2.0762, 6.6415, -0.8135], [1.4142, 7.4670, -2.2460], [0.7410, 4.8638, -1.8328], [-0.5492, 6.0087, -2.2781]],
  "lowdin_charge": [-0.19, -0.77, 0.83, -0.26, -0.24, -0.14, -0.21, -0.18, -0.19, -0.38, 0.87, -0.31, -0.31, 0.08, 0.07, 0.06, 0.08, 0.09, 0.12, 0.11, 0.08, 0.13, 0.13, 0.13, 0.12, 0.09, 0.10, 0.07, 0.05, -0.26, 0.60, -0.21, -0.19, -0.16, -0.16, -0.22, 0.13, 0.13, 0.14, 0.13, -0.21, 0.60, -0.22, -0.18, -0.16, -0.16, -0.19, 0.13, 0.14, 0.13, 0.13, -0.21, 0.59, -0.21, -0.18, -0.15, -0.16, -0.20, 0.14, 0.14, 0.14, 0.13]
}